Formula: C5H14N2O
Source: the OMol25 dataset
Level of theory: the ωB97M-V functional and the def2-TZVPD basis

Values from the calculation:
Max |F|   4.88 eV/Å
Relative energy (zero: lowest compared OMol25 entry of this formula, charge and spin)   202.0 kcal/mol
HOMO energy (spin up / spin down)   -8.8340 / -6.5719 eV
Total energy   -383.378791 Ha
HOMO-LUMO gap (spin up / spin down)   9.420 / 5.978 eV
Spin multiplicity   1

Each line ends with the natural charge from an NBO analysis.
Cartesian coordinates (Å):
C 0.450 -0.451 1.129  -0.34
C -2.009 -1.748 -1.168  -0.49
C 1.733 -1.169 0.847  -0.65
N -0.602 -1.544 -1.339  -0.46
H -0.441 -1.311 -2.321  0.31
H -0.414 -1.102 1.147  0.19
H 0.483 0.270 1.942  0.19
H -2.216 -2.234 -0.208  0.20
H -2.546 -0.765 -1.111  0.21
H -2.486 -2.322 -1.977  0.20
H 1.960 -1.820 1.700  0.21
H 1.616 -1.782 -0.045  0.22
H 2.567 -0.474 0.737  0.21
N 0.157 2.880 1.246  -0.53
C -0.094 0.955 -0.090  0.07
C 0.976 1.199 -0.894  -0.43
O -0.745 1.956 0.603  -0.42
H -0.223 2.983 2.182  0.35
H 0.022 3.766 0.763  0.34
H -0.871 0.142 -0.630  0.24
H 1.351 0.363 -1.457  0.20
H 1.331 2.206 -1.054  0.20

---

Formula: C5H14N2O
Source: the OMol25 dataset
Level of theory: the ωB97M-V functional and the def2-TZVPD basis

Values from the calculation:
Max |F|   2.09 eV/Å
Relative energy (zero: lowest compared OMol25 entry of this formula, charge and spin)   196.2 kcal/mol
HOMO energy   -7.7162 eV
Total energy   -383.388104 Ha
HOMO-LUMO gap   3.957 eV
Spin multiplicity   1

Each line ends with the natural charge from an NBO analysis.
Cartesian coordinates (Å):
C -0.738 1.300 0.821  -0.18
N -1.681 0.675 -0.043  -0.72
C 0.614 0.474 0.931  -0.10
C 0.461 -1.026 1.404  -0.36
C -0.236 -2.029 0.506  -0.61
N 1.307 1.223 1.851  -0.32
C 0.713 -0.112 -2.736  -0.24
O -0.440 -0.356 -2.061  -0.73
H -0.569 2.355 0.583  0.20
H -1.087 1.327 1.855  0.20
H -2.235 1.377 -0.519  0.37
H -1.132 0.211 -0.836  0.43
H 1.115 0.518 -0.037  0.19
H -0.069 -0.963 2.337  0.21
H 1.483 -1.311 1.620  0.21
H -1.179 -1.678 0.117  0.24
H 0.375 -2.396 -0.315  0.22
H -0.458 -2.890 1.133  0.21
H 2.216 1.494 1.467  0.33
H 0.592 0.645 -3.535  0.14
H 1.038 -1.003 -3.305  0.18
H 1.541 0.236 -2.094  0.12

---

Formula: C5H14N2O
Source: the OMol25 dataset
Level of theory: the ωB97M-V functional and the def2-TZVPD basis

Values from the calculation:
Max |F|   1.74 eV/Å
Relative energy (zero: lowest compared OMol25 entry of this formula, charge and spin)   83.3 kcal/mol
HOMO energy   -8.8275 eV
Total energy   -383.567945 Ha
HOMO-LUMO gap   8.748 eV
Spin multiplicity   1

Each line ends with the natural charge from an NBO analysis.
Cartesian coordinates (Å):
C -1.066 0.350 0.581  0.00
C -2.201 0.938 -0.275  -0.60
C -1.063 -1.175 0.447  -0.61
C -1.183 0.793 2.035  -0.63
H 1.324 -0.612 -0.769  0.36
H -0.933 -1.465 -0.592  0.23
H -0.355 0.391 2.617  0.22
H -2.055 0.680 -1.320  0.22
H -2.227 2.022 -0.181  0.22
H -3.152 0.533 0.062  0.22
H -0.253 -1.609 1.029  0.22
H -2.006 -1.574 0.810  0.22
H -2.118 0.440 2.462  0.22
H -1.150 1.879 2.104  0.22
C 2.994 -0.570 -1.926  -0.41
N 2.189 -1.144 -0.862  -0.85
N 0.135 0.842 -0.091  0.14
O 0.817 1.660 0.495  -0.28
H 2.688 -1.070 0.020  0.34
H 2.447 -0.664 -2.863  0.19
H 3.244 0.489 -1.774  0.17
H 3.923 -1.134 -2.009  0.19

---

Formula: C5H14N2O
Source: the OMol25 dataset
Level of theory: the ωB97M-V functional and the def2-TZVPD basis

Values from the calculation:
Max |F|   1.22 eV/Å
Relative energy (zero: lowest compared OMol25 entry of this formula, charge and spin)   50.5 kcal/mol
HOMO energy   -8.6609 eV
Total energy   -383.620234 Ha
HOMO-LUMO gap   9.609 eV
Spin multiplicity   1

Each line ends with the natural charge from an NBO analysis.
Cartesian coordinates (Å):
N 1.555 0.493 1.761  -0.83
C 0.380 0.519 0.882  -0.08
C -0.719 -0.435 1.356  -0.08
O -1.090 -0.237 2.721  -0.73
C 0.833 0.202 -0.552  -0.22
N -0.303 -0.102 -1.451  -0.45
C -0.568 1.020 -2.352  -0.41
C -0.113 -1.339 -2.178  -0.41
H 1.271 0.325 2.724  0.37
H 2.150 -0.304 1.546  0.35
H 0.036 1.556 0.953  0.18
H -1.606 -0.367 0.735  0.19
H -0.311 -1.450 1.334  0.17
H -1.105 0.681 2.935  0.46
H 1.390 1.043 -0.973  0.19
H 1.522 -0.643 -0.536  0.19
H -1.007 1.818 -1.741  0.20
H 0.358 1.403 -2.789  0.17
H -1.322 0.773 -3.095  0.21
H -1.091 -1.700 -2.529  0.20
H 0.526 -1.286 -3.071  0.17
H 0.210 -2.142 -1.516  0.20